[1]
C2H8N2S | ωB97M-V/def2-TZVPD

Results
E_HOMO   -9.2 eV
2S+1   1
ΔE to the lowest compared entry with this formula, charge and spin   14.2 kcal per mole
Structure (SMILES)   [H]/N=C/N.CS
Total charge   0
Max |F|   1.48 eV/A
Frontier orbital gap   0.3638 Eh

Last column: Löwdin charge in e.
Cartesian coordinates (Å):
1 H -3.8695 1.5539 1.9846  0.023
2 N -3.2072 1.0410 2.5508  0.054
3 N -1.0786 0.1335 2.3337  0.055
4 S 1.4254 -1.1121 -1.9757  0.579
5 H -1.8128 1.6745 1.1478  0.113
6 H 2.4513 1.0509 -1.7803  0.017
7 H 0.6692 -0.1669 -2.5612  -0.160
8 C -2.0985 0.9544 1.9313  -0.403
9 H -0.8764 -0.0598 3.2910  0.083
10 H 3.0547 0.3254 -3.2411  0.025
11 H -0.5563 -0.2825 1.5818  0.075
12 C 2.8100 0.1100 -2.2057  -0.476
13 H 3.6261 -0.2400 -1.5776  0.016

Forces on atoms 1 to 3 (eV/Å):
H 0.0 0.8 0.3
N 0.2 -0.8 -0.4
N 0.3 0.3 -0.8



[2]
C6H28O8 | ωB97M-V/def2-TZVPD

Results
E_HOMO   -8.9 eV
2S+1   1
ΔE to the lowest compared entry with this formula, charge and spin   78.6 kcal per mole
Structure (SMILES)   C/C=C(\C)CC.O.O.O.O.O.O.O.O
Total charge   0
Max |F|   2.58 eV/A
Frontier orbital gap   0.3281 Eh

Last column: Löwdin charge in e.
Cartesian coordinates (Å):
1 H 0.9701 -3.0907 1.3582  0.038
2 O 3.3931 -0.0062 0.2269  -0.045
3 H -2.4207 -0.2690 -0.8353  0.095
4 H 0.2436 -0.9520 -0.1228  0.058
5 H 0.4969 0.6203 -0.8710  0.051
6 H 2.4836 1.5272 -2.3269  0.049
7 C -0.2195 -0.1870 -0.7580  -0.092
8 C -1.9124 0.9466 2.1228  -0.116
9 H 2.3592 -3.2555 -2.0742  0.048
10 H -1.2180 0.4608 -4.1253  0.053
11 C -1.7291 1.0073 0.8084  -0.336
12 O 1.8844 -2.7881 1.4918  -0.075
13 H 3.2673 -0.7351 0.8379  0.024
14 H -0.0396 -0.6691 -1.7253  0.035
15 C -1.6520 2.1264 3.0641  -0.098
16 H 0.2392 1.0073 -3.6544  0.008
17 H -1.6408 -1.1023 0.4834  0.106
18 H 1.7871 0.7538 -3.5210  0.000
19 H -2.0374 0.1063 2.7781  0.075
20 O 1.5627 2.1272 0.9898  -0.060
21 H 1.2292 -4.2707 -1.4753  0.045
22 C -1.6258 -0.1761 -0.0887  -0.192
23 O -0.3007 0.2713 -3.9247  -0.043
24 H -1.2389 -2.0782 -2.8531  0.017
25 H 2.1680 1.4485 1.3158  0.016
26 H -0.6618 2.5333 2.8689  0.069
27 H -0.7724 2.6095 -0.2323  0.075
28 H 2.1812 -3.4432 0.8307  0.019
29 H -0.2786 0.0862 4.2022  0.029
30 H -2.5503 -1.7813 -2.3495  0.020
31 O -2.1489 -2.0632 -3.1846  -0.057
32 C -1.7857 2.3225 0.0761  -0.045
33 H 0.4195 -1.1925 3.4959  0.034
34 H -2.2007 3.1531 0.6300  0.071
35 H 3.4368 -0.2291 -0.7037  0.025
36 H -1.9627 1.8875 4.0828  0.072
37 H -2.3619 2.1962 -0.8424  0.084
38 O 2.5432 0.7769 -2.9260  -0.035
39 H -2.3243 2.9879 2.9340  0.070
40 H 0.7627 1.9034 1.4800  -0.003
41 O -0.3791 -0.7998 3.8523  -0.049
42 O 2.0334 -3.7703 -1.3355  -0.040

Forces on atoms 1 to 3 (eV/Å):
H -0.3 0.9 0.8
O 0.3 1.1 0.6
H -0.2 0.5 0.1



[3]
C9H16N2O4S3 | ωB97M-V/def2-TZVPD

Results
E_HOMO   -8.6 eV
2S+1   1
Total charge   0
Max |F|   8.26 eV/A
Frontier orbital gap   0.2653 Eh

Last column: Löwdin charge in e.
Cartesian coordinates (Å):
1 S -0.2399 0.6992 0.8808  0.611
2 S 4.7374 2.0548 -1.1767  1.013
3 C 3.5809 -0.2222 -0.6213  -0.271
4 N -4.1096 0.9493 -2.2863  -0.050
5 C -2.9736 0.0489 -1.7611  -0.043
6 H 3.1850 -0.9805 -2.7676  0.121
7 O 3.5995 2.5102 -2.3624  -0.321
8 N -1.9566 1.0941 -1.3390  -0.235
9 O -1.7838 -2.2982 3.0281  -0.103
10 H -1.5826 3.4736 -1.2774  0.116
11 H 1.0852 -2.5149 -2.2447  0.096
12 C -2.2729 2.5618 -1.5255  -0.016
13 C -3.7703 2.4416 -2.1824  -0.096
14 O 4.8378 0.3230 -1.1802  -0.392
15 H -3.4664 -2.6850 4.1245  0.114
16 H 2.8513 0.6877 -0.4898  0.078
17 C 3.0571 -1.3856 -1.6524  -0.215
18 H 3.5689 -2.4328 -1.5170  0.126
19 H -1.9771 -0.0161 4.4032  0.070
20 H -2.9156 -1.1269 -1.7170  0.141
21 H 1.1146 -1.9598 -0.3972  0.098
22 H -3.4860 -0.4409 5.2453  0.073
23 H 3.9460 2.2877 -3.2799  0.096
24 C -0.6076 0.6005 -0.7767  -0.941
25 C -2.8894 -0.6188 4.3461  -0.097
26 H -0.9707 -1.7711 3.1118  0.070
27 C -2.5526 -2.0886 4.2034  -0.330
28 S 0.5824 -0.0846 -2.1045  0.787
29 H -1.9808 -2.4457 5.0654  0.107
30 C 1.4152 -1.6485 -1.4954  -0.467
31 H -4.4063 3.3814 -2.5238  0.099
32 O 6.1249 2.5909 -1.6447  -0.461
33 H -3.4500 -0.2661 3.4742  0.079
34 H 3.7058 -0.7183 0.4401  0.142

Forces on atoms 1 to 3 (eV/Å):
S -0.8 -0.2 -3.4
S 3.7 1.4 -1.7
C -0.9 -0.8 0.1



[4]
C36H28BINO24P | ωB97M-V/def2-TZVPD

Results
E_HOMO   -9.2 eV
2S+1   1
Structure (SMILES)   O=C1C=C(O)C(=O)C=C1O.O=C1C=C(O)C(=O)C=C1O.O=C1C=C(O)C(=O)C=C1O.O=C1C=C(O)C(=O)C=C1O.O=C1C=C(O)C(=O)C=C1O.O=C1C=C(O)C(=O)C=C1O.N=[PH2]BI
Total charge   0
Max |F|   0.96 eV/A
Frontier orbital gap   0.2742 Eh

Last column: Löwdin charge in e.
Cartesian coordinates (Å):
1 C 9.4831 1.1946 0.7221  0.085
2 H -3.1681 0.1462 -0.7066  0.127
3 O -4.4070 -0.2602 1.6103  0.105
4 C -6.4318 -2.1840 -0.5904  0.076
5 O -0.6834 1.4535 0.2794  0.060
6 O -11.2045 -1.2164 2.5858  0.105
7 N 0.8637 -1.0169 -1.0844  -0.296
8 H 11.4371 4.3301 0.8455  0.121
9 C -0.9488 1.4058 1.4694  -0.308
10 C 7.5707 2.6600 1.4070  -0.308
11 H -12.8459 -1.3804 3.6761  0.120
12 O -1.6984 1.0481 5.4507  0.090
13 O -0.2492 -0.8882 1.4322  0.087
14 C -0.7041 0.0848 2.1836  -0.237
15 H -2.3484 1.8400 -6.9685  0.135
16 O -6.1035 -2.3630 -2.9251  0.108
17 H -2.2621 2.9044 5.2116  0.118
18 H -0.7719 -0.9882 4.0238  0.133
19 O -6.4856 -1.7890 1.7325  0.099
20 C -1.7154 2.3625 3.5332  -0.231
21 C -1.5198 1.9145 -3.0457  0.080
22 O -3.8086 2.2849 -2.6770  0.114
23 C -10.9082 -1.7297 6.0940  0.071
24 C -9.4698 -1.7380 6.2254  -0.313
25 C 8.1904 1.3294 1.0400  -0.221
26 H -4.4967 -1.3808 -3.6682  0.125
27 C 8.3333 -3.5472 -2.4902  0.073
28 B 3.6805 -1.1065 -0.8741  -0.825
29 C -5.9531 -1.6243 0.5310  -0.224
30 C -10.6007 -1.3542 3.6346  -0.308
31 H -4.5965 2.3591 -3.2502  0.123
32 O 0.2121 1.4934 -6.2803  0.118
33 O -4.3190 2.1872 -5.2261  0.106
34 C -2.7799 2.0834 -3.4823  -0.237
35 C -4.7320 -0.7265 0.5315  -0.301
36 P 2.1312 -0.0552 -1.2247  0.644
37 H 1.1365 -1.9764 -0.8888  -0.018
38 C 7.8828 -2.3758 -1.7707  -0.312
39 C 8.3085 -3.5429 -3.8320  -0.235
40 C -3.1413 2.0467 -4.9510  -0.315
41 H -0.1287 -0.5956 0.4923  0.050
42 O 11.5093 2.3799 0.4505  0.112
43 H -11.5050 -1.8706 6.9838  0.135
44 O -7.3218 -1.5262 5.2207  0.116
45 C -0.9425 -0.0562 3.5035  0.064
46 H 2.2616 0.5868 -2.4487  -0.030
47 C 7.3569 -1.1833 -3.9070  0.072
48 C -2.0862 1.8506 -5.9201  0.074
49 C -5.7573 -1.9245 -1.8436  -0.310
50 H 8.6800 -4.3945 -1.9159  0.136
51 H -1.6565 3.4483 1.7020  0.134
52 C -8.6247 -1.5219 4.9861  -0.227
53 H 4.0575 -1.8983 -1.6682  -0.022
54 O -12.7489 -1.5216 4.6392  0.118
55 O -2.1981 3.3083 4.3218  0.115
56 C -1.4504 1.0557 4.2541  -0.319
57 H 0.9888 1.3975 -5.6959  0.117
58 H -5.9323 -1.2671 2.3507  0.118
59 H -7.2157 -1.6780 6.1810  0.121
60 O 7.8625 -2.4474 -5.8369  0.104
61 C -1.4725 2.5195 2.2230  0.069
62 H -8.5621 -1.1917 2.8870  0.116
63 O -8.8652 -1.9037 7.2697  0.104
64 H 9.9264 0.2439 0.4594  0.140
65 O 6.3787 2.6489 1.6573  0.102
66 C -4.0467 -0.4842 -0.7119  0.080
67 O 8.6967 -4.5565 -4.5875  0.118
68 O 6.9574 -0.1587 -1.8373  0.083
69 H 8.5736 -4.2696 -5.5143  0.120
70 H 7.9691 4.7765 1.7123  0.137
71 H -7.3037 -2.8226 -0.5998  0.136
72 H 7.0015 -0.3395 -4.4818  0.136
73 O 0.6965 1.5063 -3.7331  0.048
74 H 7.0629 -0.3808 -0.8848  0.059
75 I 4.6315 -0.9112 0.9640  1.099
76 H 6.4507 0.6864 1.3108  -0.030
77 C -0.4793 1.6952 -4.0122  -0.294
78 C 10.3263 2.3736 0.7317  -0.305
79 O 7.8816 -2.2700 -0.5592  0.093
80 C -0.8283 1.6844 -5.4853  -0.229
81 H -1.2578 1.9269 -1.9953  0.112
82 O -3.9662 -0.8771 -3.0209  0.115
83 C -9.1642 -1.3445 3.7711  0.073
84 C -4.5247 -1.0457 -1.8332  -0.224
85 C 8.4144 3.8313 1.4365  0.075
86 C 7.8253 -2.3454 -4.6236  -0.314
87 O 7.3236 0.3192 1.0561  -0.057
88 C -11.4489 -1.5478 4.8781  -0.232
89 O 10.5761 4.7071 1.1142  0.121
90 H 2.1134 0.9825 -0.2818  -0.004
91 C 7.3751 -1.1847 -2.5631  -0.229
92 C 9.7138 3.7053 1.1208  -0.231

Forces on atoms 1 to 3 (eV/Å):
C 0.1 -0.1 0.0
H 0.0 0.0 0.0
O 0.0 0.0 0.0



[5]
C12H20NSi | ωB97M-V/def2-TZVPD

Results
E_HOMO   -12.0 eV
2S+1   1
ΔE to the lowest compared entry with this formula, charge and spin   17.7 kcal per mole
Total charge   +1
Max |F|   6.27 eV/A
Frontier orbital gap   0.3443 Eh

Last column: Löwdin charge in e.
Cartesian coordinates (Å):
1 C -0.1306 1.7783 1.5572  -0.090
2 H 1.0359 1.0956 -0.7308  0.020
3 H -0.4384 0.1994 -2.2002  0.147
4 N 1.5690 -0.1652 -2.1832  -0.247
5 H 2.7828 1.3904 -2.4094  0.089
6 C 1.6173 0.2188 -0.6909  -0.083
7 H -2.3360 3.2666 3.5710  0.101
8 C 1.0880 -2.1180 1.8733  -0.194
9 H -1.1274 -2.4456 -2.6300  0.109
10 H 2.5306 0.5058 -0.2102  0.074
11 H 1.7227 -2.9644 1.4269  0.064
12 C -1.9314 2.5279 2.9205  -0.051
13 C -1.9716 0.2337 2.1523  -0.099
14 H 1.0491 1.7015 -2.8450  0.134
15 C -1.0879 -1.6829 -0.5933  -0.276
16 C -0.7624 2.7973 2.1911  -0.060
17 C -0.3854 -2.0344 -1.9392  -0.196
18 H 0.3169 -2.8002 -1.6047  0.099
19 H 1.7551 -1.6895 2.6776  0.061
20 H 2.1556 0.7822 -3.9468  0.104
21 C 0.2225 -0.6661 -2.5883  -0.128
22 H 0.1636 -0.6398 -3.7348  0.153
23 H -1.8989 -1.0058 -0.7978  0.061
24 H 2.1855 -1.0631 -2.3013  0.230
25 Si 0.1651 -0.9801 0.7223  0.825
26 C 1.9444 1.0348 -2.9291  -0.009
27 H -1.5677 -2.6839 -0.1497  0.128
28 H 0.6472 1.9081 0.9905  0.017
29 C -0.7561 0.4847 1.4919  -0.251
30 H -2.6695 -0.4972 1.8199  0.098
31 C -2.5308 1.2705 2.8826  -0.074
32 H 0.3517 -2.6230 2.4789  0.021
33 H -3.4561 1.1333 3.4523  0.117
34 H -0.2530 3.7305 2.2766  0.107

Forces on atoms 1 to 3 (eV/Å):
C -5.1 -3.1 1.9
H -0.8 1.2 0.2
H 0.6 -1.4 -0.8



[6]
C3H10N2S2 | ωB97M-V/def2-TZVPD

Results
E_HOMO   -8.8 eV
2S+1   1
ΔE to the lowest compared entry with this formula, charge and spin   63.2 kcal per mole
Structure (SMILES)   CC(S)S.C=NN
Total charge   0
Max |F|   2.96 eV/A
Frontier orbital gap   0.3524 Eh

Last column: Löwdin charge in e.
Cartesian coordinates (Å):
1 H 0.1502 0.8697 -3.7143  0.089
2 N -0.4565 1.2995 -2.9848  -0.021
3 H 0.5450 2.8896 -0.2187  0.066
4 C -0.0738 2.5852 -1.0690  -0.075
5 N 0.3465 1.6155 -1.8076  -0.100
6 H -1.0495 2.9339 -1.1324  0.042
7 H 0.6117 -2.0320 -0.2067  0.096
8 H -1.0742 2.0180 -3.3058  0.054
9 H 2.3817 0.2297 0.4600  -0.140
10 H -0.2553 -0.4010 -0.5991  0.045
11 C -0.1843 -1.2495 0.1656  -0.219
12 H -1.2590 -1.7396 0.1970  0.100
13 S -0.5375 -0.7507 2.9182  0.694
14 H 0.1533 0.6960 1.3373  0.024
15 S 2.1370 -0.5495 1.5555  0.626
16 H -1.0700 -1.8996 2.6463  -0.173
17 C 0.2708 -0.4163 1.3580  -1.107

Forces on atoms 1 to 3 (eV/Å):
H -0.8 0.8 1.1
N 1.9 -1.1 1.7
H -0.2 -0.3 -0.3



[7]
C2H9NO | ωB97M-V/def2-TZVPD

Results
E_HOMO   -9.5 eV
2S+1   1
ΔE to the lowest compared entry with this formula, charge and spin   36.5 kcal per mole
Structure (SMILES)   CCN.O
Total charge   0
Max |F|   6.59 eV/A
Frontier orbital gap   0.3825 Eh

Last column: Löwdin charge in e.
Cartesian coordinates (Å):
1 H 3.0016 5.9192 -1.5347  0.081
2 C -0.2493 -1.1922 0.4988  -0.200
3 O 2.5579 5.5666 -2.3789  -0.074
4 H 0.0138 -1.9232 -0.3223  0.084
5 H -1.8336 -1.3032 1.9266  0.155
6 H -0.3084 -2.5251 2.1972  0.086
7 N -1.7420 -3.1531 0.6735  -0.020
8 H -0.9291 -0.3862 -0.0027  0.096
9 H -1.6810 -3.9718 1.2178  0.021
10 H -2.7291 -2.9287 0.6645  0.047
11 H 2.6725 4.6480 -2.2731  -0.007
12 H 0.5016 -0.4452 0.8568  0.077
13 C -0.9137 -2.0652 1.4322  -0.344

Forces on atoms 1 to 3 (eV/Å):
H -1.1 -0.6 -2.0
C 0.5 2.3 -3.6
O 1.0 2.4 2.0